A structure of composition C39H47GeN3O8P2STc. Source: the Open Molecules 2025 dataset; level of theory: ωB97M-V/def2-TZVPD.

```
102
Properties=species:S:1:pos:R:3:forces:R:3:lowdin_spin:R:1
Tc -0.143316 -0.837048 0.083285 -0.9965 -0.8860 -0.7856 2.39
C 3.871255 -1.735538 5.847222 -0.0204 -0.0090 -0.0548 0.00
C 3.570379 -2.838742 4.833309 0.0207 -0.0749 0.0218 0.00
C 2.726059 -3.934527 5.511668 -0.0008 0.0635 -0.0192 0.00
C 4.896272 -3.435921 4.333969 -0.0373 0.0640 -0.0468 0.00
C 2.770816 -2.325808 3.649384 -0.0240 -0.0351 -0.0931 0.02
C 2.487489 -3.163222 2.565675 0.0328 0.0708 0.1024 0.00
C 1.686175 -2.727362 1.538123 -0.0052 0.0245 -0.0227 0.02
N 1.164345 -1.487218 1.520463 0.6507 -0.2807 0.5729 0.00
C 1.469408 -0.639120 2.527331 -0.1990 -0.0201 -0.1642 0.01
C 2.252464 -1.031489 3.589528 0.0792 0.0331 0.0923 0.00
C 0.859222 0.698255 2.373066 -0.0264 -0.0452 -0.0256 0.01
C 1.178899 1.794312 3.145129 0.0035 0.0730 0.0889 0.00
C 0.590024 3.037400 2.902955 -0.0039 -0.1951 -0.0255 0.01
C -0.324605 3.095021 1.849278 -0.0023 0.0870 0.0652 0.00
C -0.613922 1.969719 1.116483 -0.1695 -0.1109 -0.1405 0.02
N -0.037938 0.784143 1.368794 0.0130 0.3739 0.0743 0.01
C 0.918060 4.272873 3.716350 0.0236 0.1637 0.0592 0.00
C 1.647467 5.270601 2.799235 -0.0152 -0.0558 -0.0186 0.00
C -0.390787 4.903567 4.222881 0.0203 -0.0806 -0.0099 0.00
C 1.810359 3.958086 4.918129 -0.0374 -0.0271 -0.0337 0.00
H 4.421177 -2.160107 6.686129 0.0069 0.0059 -0.0078 0.00
H 2.957221 -1.293019 6.249544 0.0360 -0.0025 0.0252 0.00
H 4.490637 -0.948897 5.409210 -0.0220 0.0142 0.0362 0.00
H 3.276468 -4.348337 6.356959 -0.0017 0.0038 -0.0122 0.00
H 2.496640 -4.748802 4.823420 0.0173 -0.0134 0.0209 0.00
H 1.784198 -3.525834 5.883259 0.0143 -0.0222 0.0117 0.00
H 5.495826 -3.754855 5.186301 -0.0185 -0.0074 0.0015 0.00
H 5.470314 -2.695295 3.773175 0.0195 -0.0231 0.0244 0.00
H 4.741221 -4.305869 3.695784 0.0076 -0.0012 0.0093 0.00
H 2.879834 -4.168731 2.519922 -0.0346 -0.0114 0.0115 0.00
H 1.451206 -3.367171 0.699749 -0.0592 0.0202 -0.0092 0.00
H 2.453109 -0.332459 4.387255 -0.0264 -0.0007 -0.0253 0.00
H 1.901186 1.681698 3.938898 -0.0042 0.0086 -0.0065 0.00
H -0.827292 4.015616 1.586499 0.0152 -0.0283 0.0189 0.00
H -1.330122 1.994890 0.301792 0.0432 -0.0107 0.0221 0.00
H 1.044357 5.528301 1.926500 0.0180 0.0138 0.0204 0.00
H 2.599426 4.861741 2.454005 -0.0182 0.0164 -0.0067 0.00
H 1.852194 6.187803 3.351778 -0.0020 -0.0015 -0.0079 0.00
H -1.007947 5.276827 3.404768 -0.0044 -0.0030 0.0262 0.00
H -0.155262 5.745684 4.873242 -0.0123 0.0129 -0.0230 0.00
H -0.975696 4.183725 4.798988 -0.0010 0.0338 0.0006 0.00
H 2.781953 3.561797 4.614589 -0.0151 -0.0022 0.0206 0.00
H 1.330510 3.253747 5.602152 0.0370 0.0036 -0.0093 0.00
H 1.997208 4.876819 5.472913 0.0011 -0.0058 -0.0023 0.00
O -1.440917 -1.538777 -3.255997 0.1208 0.1629 0.2235 0.01
C -1.835961 -1.374613 -2.111030 -0.5334 -0.2307 -0.2226 0.01
O -1.421796 -0.361990 -1.361157 0.3546 0.1095 0.0442 0.12
C -2.873243 -2.256312 -1.513472 0.0465 0.0661 0.0851 0.02
C -3.793018 -2.822553 -2.395464 -0.0370 0.0099 0.0128 0.00
C -4.826895 -3.616055 -1.932995 0.0092 -0.0034 -0.0490 0.02
C -4.929788 -3.881922 -0.574436 -0.0310 0.0004 -0.0228 0.00
C -4.010965 -3.347188 0.310680 0.1133 0.0550 0.0732 0.02
C -2.979451 -2.522076 -0.139634 -0.0757 0.0428 -0.1312 0.02
S -1.880177 -1.978331 1.135489 0.6372 0.4397 -0.2220 0.17
H -3.692359 -2.612666 -3.452804 0.0178 0.0206 0.0119 0.00
H -5.544016 -4.025811 -2.631404 0.0090 -0.0290 0.0346 0.00
H -5.724383 -4.514719 -0.201996 0.0068 0.0131 0.0069 0.00
H -4.071969 -3.571272 1.368322 -0.0560 -0.0225 -0.0190 0.00
N 3.337820 -1.597059 -3.118733 -0.0956 -0.4057 0.2575 0.00
C 1.842078 -1.351984 -3.256752 -0.4353 0.0752 0.2074 0.00
C 1.447416 -1.353262 -4.729471 -0.0014 0.0089 -0.0266 0.00
P 1.489550 0.286184 -2.485638 0.3789 0.4544 0.1301 0.00
O 2.859575 1.004243 -2.902110 -0.0396 0.0478 0.1377 0.00
O 0.393165 1.112336 -3.102169 -0.4798 -0.4716 -0.1823 0.00
O 1.467597 0.123695 -0.981255 -0.3145 -0.1555 -0.0466 0.03
P 1.129878 -2.825888 -2.256437 0.5462 -0.3737 0.1328 0.01
O 0.356544 -3.716360 -3.286250 -0.1032 0.1454 -0.2318 0.00
O 2.382812 -3.480476 -1.774789 -0.1682 0.1018 -0.1440 0.00
O 0.153912 -2.430284 -1.152362 0.2241 0.3784 0.3457 0.06
H 3.746337 -1.855153 -4.015166 0.0010 0.0604 -0.0770 0.00
H 3.366542 -2.459054 -2.456191 0.0296 0.2316 -0.1872 0.00
H 3.846536 -0.797824 -2.743375 0.0427 0.0378 -0.0595 0.00
H 1.971509 -0.557751 -5.264753 0.0028 -0.0138 0.0002 0.00
H 0.376572 -1.181047 -4.824834 0.0022 -0.0472 0.0239 0.00
H 1.683234 -2.314089 -5.189179 -0.0037 0.0011 0.0036 0.00
H 2.845383 1.969438 -2.831516 0.0464 -0.0584 -0.0358 0.00
H -0.492878 -3.322196 -3.569644 0.0065 -0.0269 0.1311 0.00
Ge -1.327839 1.872471 -3.653107 0.3425 0.2779 -0.1640 0.00
C -2.262895 2.610780 -2.120323 0.2523 -0.1862 -0.2404 0.00
C -3.284396 1.969285 -1.418276 -0.0777 0.0391 -0.0091 0.00
C -3.954434 2.636388 -0.404012 -0.0218 -0.0137 0.0020 0.00
C -3.621533 3.950353 -0.092616 0.0209 -0.0009 0.0149 0.00
C -2.608844 4.596236 -0.787457 0.0302 0.0268 0.0091 0.00
C -1.926638 3.926582 -1.795751 -0.0395 -0.0817 0.0151 0.00
C -2.231319 0.768105 -4.951654 0.1699 0.1174 0.4046 0.00
C -1.554375 0.386923 -6.107979 -0.0481 0.0403 0.0220 0.00
C -2.224924 -0.304654 -7.104006 0.0305 -0.0323 -0.0483 0.00
C -3.575247 -0.598521 -6.955807 -0.0087 0.0076 0.0441 0.00
C -4.256860 -0.197556 -5.815128 -0.0337 -0.0397 0.0204 0.00
C -3.585668 0.479228 -4.806306 0.0488 -0.0165 -0.0152 0.00
H -0.541614 2.992953 -4.344782 -0.1607 0.0635 0.0250 0.00
H -3.565985 0.950742 -1.649716 0.0218 0.0085 0.0023 0.00
H -4.747169 2.135823 0.136937 -0.0068 0.0114 -0.0163 0.00
H -4.165881 4.475025 0.682309 0.0096 -0.0087 -0.0015 0.00
H -2.363820 5.626940 -0.563546 0.0012 -0.0140 0.0143 0.00
H -1.141010 4.432889 -2.345330 -0.0400 0.0546 0.0178 0.00
H -0.510439 0.651079 -6.238790 -0.0122 -0.0165 -0.0528 0.00
H -1.703519 -0.598009 -8.006351 -0.0097 0.0035 0.0204 0.00
H -4.102618 -1.129234 -7.737727 0.0192 0.0193 -0.0054 0.00
H -5.314630 -0.404172 -5.713511 0.0187 -0.0129 -0.0045 0.00
H -4.123479 0.793905 -3.919636 -0.0302 -0.0040 -0.0350 0.00
```
Positions in Å, forces in eV/Å.

Results
* orbital gap (alpha / beta): 7.27 / 6.25 eV
* molar mass: 950.44 g mol⁻¹
* total charge: +2
* HOMO (alpha / beta): -12.825 / -13.046 eV
* calculated total energy: -150180.63742 eV
* strongest force on any atom: 1.5 eV/Å
* multiplicity: 4
* relative energy (zero: lowest compared OMol25 entry of this formula, charge and spin): 0.000 eV


A structure of composition C39H47N5NiP. Source: the Open Molecules 2025 dataset; level of theory: ωB97M-V/def2-TZVPD.

```
93
Properties=species:S:1:pos:R:3:forces:R:3:lowdin_spin:R:1
Ni 0.157466 -0.035086 -1.085523 -0.5162 0.2142 -0.7542 0.96
C 0.890389 2.020125 1.355207 0.4761 1.3865 -0.1321 0.00
C 1.247441 1.034982 2.447240 -0.1566 -0.9948 -2.0018 0.00
C 1.003689 1.285318 3.759857 -0.4179 0.2630 1.5463 0.00
C 1.167711 0.279098 4.759536 -0.0858 2.8241 -0.3785 0.00
C 1.630852 -0.943701 4.432732 0.6055 -0.7307 -0.5223 0.00
C 1.836625 -1.228996 3.079427 -0.1418 -0.5444 -1.1610 0.00
C 1.694021 -0.270706 2.070220 -0.2066 0.1962 1.1180 0.00
P 1.914714 -0.691778 0.312647 0.3964 0.1233 -1.1209 0.02
C 2.253236 -2.459459 0.339081 -4.8265 1.6582 0.1320 0.01
C 3.411193 -3.042934 0.133862 4.2796 -1.3516 -0.9214 0.00
C 3.514569 -4.444392 0.107151 0.7322 0.2462 0.6700 0.00
C 2.406461 -5.209037 0.340181 -0.3589 -0.9376 0.8354 0.00
C 1.168784 -4.589913 0.568231 0.1299 0.8561 -0.9184 0.00
C 1.033125 -3.192067 0.491359 1.5227 -2.0103 0.8589 0.00
C -0.327161 -2.615397 0.732090 1.5474 -0.0754 -0.1408 0.00
C 3.457237 0.066621 -0.316973 -0.5113 0.5612 1.0929 0.11
C 4.121148 0.803254 0.664780 0.1264 -0.6278 -0.1939 -0.01
C 5.098737 1.695887 0.255959 0.5748 1.2001 -0.4925 0.13
C 5.410168 1.854421 -1.084582 -0.5918 -1.2719 -1.3862 -0.02
C 4.845878 1.028211 -2.076833 0.3984 0.7990 2.1324 0.14
C 3.815012 0.146481 -1.711479 0.2724 -0.4073 0.3236 0.05
C 3.312885 -0.693187 -2.702674 0.5614 0.6503 -1.3317 0.49
H 0.465000 2.917690 1.866705 0.4142 -0.4027 -0.5882 0.00
H 0.090111 1.669470 0.642448 0.8232 -0.0125 0.6845 0.00
H 1.807165 2.342870 0.739548 -1.3442 -0.4742 0.8222 0.00
H 0.692105 2.307538 4.070358 0.1094 -0.9048 -0.2384 0.00
H 0.993673 0.648491 5.758270 0.0641 -0.4903 0.3423 0.00
H 1.968788 -1.643979 5.179658 -0.4708 -0.3132 0.1178 0.00
H 1.978440 -2.268827 2.751750 0.5259 0.4857 0.4200 0.00
H 4.360285 -2.462572 -0.026851 -1.1447 -0.4148 0.2531 0.00
H 4.499060 -4.912694 0.114041 -0.2372 0.1600 -0.4189 0.00
H 2.523979 -6.302595 0.512854 -0.2465 0.9119 -0.4633 0.00
H 0.285827 -5.193391 0.689644 -0.1757 -0.1788 0.2478 0.00
H -0.907120 -3.399947 1.098810 -1.3416 -1.3286 0.3481 0.00
H -0.669176 -2.270800 -0.210009 -0.8083 0.5768 -0.8254 0.00
H -0.359401 -1.871204 1.494291 0.0635 0.8732 0.3388 0.00
H 3.883815 0.597856 1.724484 0.2272 0.5419 -0.7168 0.00
H 5.636610 2.424477 0.845088 -0.2202 -0.3920 0.9164 0.01
H 6.114029 2.602054 -1.388550 0.3956 0.2332 0.0068 0.00
H 5.199176 1.031108 -3.080688 0.0928 0.2071 -0.6121 0.00
H 2.546735 -1.391423 -2.472494 -0.5087 -0.6373 -0.1683 0.03
H 3.716085 -0.564024 -3.756239 -0.7892 -0.3898 1.5063 0.02
N -3.443815 -1.236785 0.111031 -0.1981 -2.9107 0.5937 0.00
C -4.152916 0.028431 0.251364 0.8920 1.1158 1.5365 0.00
C -3.291592 1.001722 1.115816 -2.2579 0.2661 -0.8583 0.00
C -3.293731 0.738285 2.606293 -0.1829 -0.9449 -0.5078 0.00
N -2.332787 -0.320760 2.896182 -0.6235 -0.6242 -0.1181 0.00
C -4.713990 0.396237 3.175439 1.5012 -2.0674 -1.7922 0.00
C -5.532007 -0.595255 2.291751 -1.1036 2.2042 0.4296 0.00
N -5.074651 -1.936749 2.394073 0.4357 -2.1557 2.1837 0.00
C -5.518723 -0.206600 0.828482 -0.8383 0.0892 -0.2394 0.00
H -2.418995 -1.118652 -0.069874 -1.0017 -0.1155 -0.0756 0.00
H -3.890055 -1.748084 -0.727230 1.2462 0.6682 1.2639 0.00
H -3.612583 -1.822748 1.029261 0.2932 1.0116 -1.5889 0.00
H -4.173335 0.417749 -0.730333 -0.3694 0.5849 -1.0296 0.00
H -3.712912 2.016858 0.968756 0.0676 -0.4431 -0.0936 0.00
H -2.328415 1.039192 0.651619 1.0154 0.0036 0.0642 0.00
H -2.973914 1.666287 2.996472 0.2597 1.1576 1.0825 0.00
H -2.409227 -0.558518 3.868512 0.3374 -0.2125 0.3995 0.00
H -1.375126 -0.069674 2.693617 0.0996 0.2809 0.0720 0.00
H -5.267722 1.270462 3.249332 -1.0022 1.7215 0.3295 0.00
H -4.623431 -0.080779 4.138309 0.1211 0.1672 0.6197 0.00
H -6.609957 -0.482144 2.613449 0.9450 -0.1776 -0.0656 0.00
H -5.888941 -2.563015 2.313768 0.6016 0.1754 -0.2359 0.00
H -4.759524 -2.096986 3.388701 -0.2373 0.0225 -1.4620 0.00
H -6.087818 0.723570 0.724376 -0.0576 -0.1926 -0.2385 0.00
H -6.047239 -1.029929 0.304495 0.1425 0.6143 -0.1367 0.00
C 0.240344 2.962386 -2.052040 -1.2510 1.0412 1.7550 0.00
N -0.603564 1.789871 -1.992210 2.8952 -0.6261 1.0255 0.02
C -1.665172 1.614775 -2.641082 -0.4431 0.7046 -0.0079 0.00
C -2.193505 0.326760 -2.629207 -1.5843 -2.0529 -0.5573 0.00
C -3.423370 -0.088001 -3.117689 -0.2125 -1.3844 -0.5012 0.00
C -3.494801 -1.533051 -3.060804 1.9510 2.8298 1.0973 0.00
C -2.219305 -1.830098 -2.511325 0.0274 -2.0673 -0.1956 0.00
N -1.453246 -0.768606 -2.237116 0.0834 0.7514 0.3855 0.01
C 1.555761 2.858523 -2.726247 0.4349 -0.2495 0.1933 0.00
C 2.631705 3.611897 -2.248977 -1.2149 -0.0164 -0.1366 0.00
C 3.673661 3.836294 -3.113928 0.2222 0.9170 0.5262 0.01
C 3.688713 3.295889 -4.366334 0.8458 0.5067 -1.2837 0.00
C 2.682069 2.450733 -4.787869 -0.0911 -1.3475 -0.8252 0.00
C 1.627628 2.187650 -3.944989 -0.7186 -0.3344 0.7928 0.00
H 0.413208 3.318479 -0.992012 -0.2745 -0.2655 -1.0539 0.00
H -0.313860 3.749503 -2.579585 0.0131 0.2101 0.1336 0.00
H -2.221660 2.372150 -3.184706 0.2228 0.4473 -0.1612 0.00
H -4.119055 0.540047 -3.623659 -0.5529 0.4257 -0.0413 0.00
H -4.356212 -2.107092 -3.293995 -0.1475 -0.7002 -0.3723 0.00
H -1.768282 -2.829441 -2.356413 -0.5294 0.5704 -0.0032 0.00
H 2.571913 4.143829 -1.294259 -0.0072 -0.2719 -0.2740 0.00
H 4.399443 4.583848 -2.843098 0.4613 -0.0968 0.1011 0.00
H 4.482886 3.641980 -5.041440 -0.3474 -0.5034 0.1536 0.00
H 2.702641 1.921752 -5.754010 0.1988 0.5368 0.4099 0.00
H 0.806120 1.460006 -4.115265 0.6948 0.6586 -0.5193 0.00
```
Positions in Å, forces in eV/Å.

Results
* orbital gap (alpha / beta): 7.55 / 7.45 eV
* molar mass: 675.51 g mol⁻¹
* total charge: +1
* HOMO (alpha / beta): -9.378 / -10.203 eV
* calculated total energy: -98980.92088 eV
* strongest force on any atom: 5.1 eV/Å
* multiplicity: 3